C3H10N2O | ωB97M-V/def2-TZVPD

Computed properties:
HOMO energy ... -7.39 eV
Orbital gap ... 8.243 eV
SMILES ... C/C(N)=C/N.O

ORCA input file:
```
! RIJCOSX wB97M-V def2-TZVPD def2/J DEFGRID3
* xyz 0 1
C -1.379 -0.418 1.927
C -0.151 -0.614 1.075
N 0.938 -1.269 1.699
C -0.131 -0.252 -0.239
N 1.092 -0.056 -0.928
H -2.241 -0.310 1.284
H -1.197 0.470 2.534
H -1.504 -1.276 2.589
H 0.800 -2.255 1.835
H 1.833 -0.947 1.401
H -1.027 0.063 -0.751
H 1.188 0.726 -1.545
H 1.957 -0.365 -0.549
O -0.296 2.185 -2.819
H -0.654 1.991 -3.684
H -0.375 1.346 -2.381
*
```

---

C12H9IS | ωB97M-V/def2-TZVPD

Computed properties:
HOMO energy (alpha / beta) ... -7.16 / -7.49 eV
Orbital gap (alpha / beta) ... 6.650 / 7.073 eV
SMILES ... IC1=c2sc3ccccc3c2=CCC1

ORCA input file:
```
! RIJCOSX wB97M-V def2-TZVPD def2/J DEFGRID3
* xyz 0 1
I -3.951 0.003 -2.309
C -2.317 -0.853 -1.358
C -1.236 0.204 -0.673
S -1.563 1.856 -0.341
C -0.064 1.839 0.554
C 0.532 2.940 1.108
C 1.802 2.861 1.727
C 2.452 1.639 1.880
C 1.899 0.564 1.157
C 0.704 0.658 0.468
C -0.045 -0.356 -0.189
C 0.289 -1.662 -0.237
C -0.657 -2.667 -0.737
C -1.745 -2.135 -1.816
H -0.034 3.929 0.944
H 2.278 3.657 2.218
H 3.325 1.669 2.386
H 2.485 -0.414 1.225
H 1.163 -2.147 0.061
H -0.271 -3.559 -1.314
H -1.410 -2.861 0.092
H -2.498 -2.986 -2.010
H -1.139 -2.178 -2.836
*
```

---

C3H6N2S | ωB97M-V/def2-TZVPD

Computed properties:
HOMO energy ... -7.52 eV
Orbital gap ... 6.352 eV

ORCA input file:
```
! RIJCOSX wB97M-V def2-TZVPD def2/J DEFGRID3
* xyz 0 1
C -1.259 0.110 0.013
C -0.352 -0.959 -0.191
C 0.981 -0.972 -0.076
H -1.373 2.187 -0.113
H 0.277 1.575 -0.161
H -3.185 0.472 0.218
H -2.712 -1.097 1.399
H -0.846 -1.886 -0.727
H 1.538 -1.854 -0.454
N -0.788 1.308 -0.249
N -2.561 -0.280 0.100
S 2.095 0.271 0.150
*
```

---

C3H4N2OS2 | ωB97M-V/def2-TZVPD

Computed properties:
HOMO energy ... -8.39 eV
Orbital gap ... 6.752 eV

ORCA input file:
```
! RIJCOSX wB97M-V def2-TZVPD def2/J DEFGRID3
* xyz 0 1
C 0.589 0.231 1.606
C -0.595 -1.029 -1.356
C 0.449 -1.000 -2.526
H -1.216 3.597 2.863
H 1.590 -0.002 1.927
H -1.696 -1.515 -1.635
H 1.577 -0.757 -2.431
N -0.431 1.164 1.851
N -0.568 -0.695 -0.118
O 0.574 -0.604 0.596
S -0.060 2.277 3.130
S -0.212 -1.669 -3.907
*
```

---

C2H11NO2S | ωB97M-V/def2-TZVPD

Computed properties:
HOMO energy ... -9.34 eV
Orbital gap ... 9.971 eV
SMILES ... NCCS.O.O

ORCA input file:
```
! RIJCOSX wB97M-V def2-TZVPD def2/J DEFGRID3
* xyz 0 1
N 0.828 -2.434 1.415
C 0.560 -1.171 0.726
C 0.062 -1.464 -0.668
S -0.264 0.017 -1.659
H 1.344 -2.261 2.268
H -0.037 -2.890 1.682
H 1.507 -0.620 0.701
H -0.171 -0.537 1.232
H 0.723 -2.115 -1.245
H -0.873 -2.014 -0.577
H -1.472 0.315 -1.162
O 1.025 2.393 0.336
H 0.624 1.764 -0.294
H 0.892 3.247 -0.087
O -1.703 1.701 1.125
H -0.758 1.942 1.165
H -2.205 2.475 1.392
*
```

---

C27H72O9 | ωB97M-V/def2-TZVPD

Computed properties:
HOMO energy (alpha / beta) ... 0.67 / -7.40 eV
<S²> ... 0.75
Orbital gap (alpha / beta) ... 1.686 / 9.816 eV

ORCA input file:
```
! RIJCOSX wB97M-V def2-TZVPD def2/J DEFGRID3
* xyz -1 2
C -0.932 -0.014 -5.528
C -1.109 -1.035 -6.623
C 0.159 -1.592 -7.364
O -1.652 -2.138 -5.952
H -0.520 -0.545 -4.670
H -1.901 0.336 -5.169
H -0.307 0.863 -5.698
H -1.808 -0.622 -7.351
H -0.191 -2.261 -8.150
H 0.901 -2.105 -6.752
H 0.745 -0.782 -7.799
H -1.738 -2.897 -6.533
C -0.812 -5.186 3.488
C -0.677 -4.041 2.428
C 0.383 -4.290 1.414
O -1.917 -3.926 1.861
H -1.430 -4.844 4.319
H 0.180 -5.303 3.923
H -1.125 -6.170 3.139
H -0.424 -3.109 2.935
H 0.323 -3.496 0.670
H 0.210 -5.236 0.902
H 1.399 -4.346 1.805
H -1.934 -3.363 1.084
C 2.641 -2.405 -0.644
C 2.445 -3.220 -1.930
C 1.546 -4.364 -1.640
O 1.693 -2.395 -2.814
H 3.257 -2.990 0.039
H 1.716 -2.127 -0.139
H 3.286 -1.582 -0.949
H 3.432 -3.483 -2.310
H 1.579 -4.860 -2.610
H 0.490 -4.248 -1.393
H 1.969 -5.068 -0.923
H 0.820 -2.261 -2.436
C 0.383 0.809 0.628
C -0.625 0.422 -0.396
C -0.339 1.036 -1.801
O -0.782 -0.974 -0.338
H 0.326 1.782 1.115
H 1.375 0.906 0.186
H 0.515 0.105 1.449
H -1.587 0.718 0.022
H -1.278 1.282 -2.297
H 0.233 0.464 -2.531
H 0.382 1.848 -1.900
H -1.293 -1.175 -1.126
C -0.964 5.245 -1.886
C 0.396 5.660 -1.390
C 1.618 5.540 -2.345
O 0.354 6.997 -0.950
H -1.582 4.835 -1.088
H -0.785 4.464 -2.626
H -1.512 6.049 -2.378
H 0.681 5.026 -0.550
H 1.906 4.514 -2.577
H 2.483 6.079 -1.958
H 1.243 6.161 -3.159
H 1.063 7.209 -0.338
C -0.345 -0.210 4.160
C -0.017 1.149 4.850
C -1.341 1.566 5.549
O 0.959 0.938 5.933
H -1.188 -0.027 3.493
H -0.786 -0.936 4.844
H 0.518 -0.629 3.644
H 0.483 1.870 4.204
H -1.177 2.475 6.129
H -1.500 0.804 6.312
H -2.166 1.550 4.837
H 0.489 0.549 6.674
C -3.390 -2.289 -2.720
C -2.310 -3.394 -2.843
C -2.875 -4.625 -3.587
O -1.035 -2.855 -3.257
H -3.490 -1.669 -3.611
H -3.128 -1.590 -1.925
H -4.397 -2.663 -2.535
H -2.023 -3.747 -1.852
H -3.669 -5.208 -3.119
H -2.035 -5.314 -3.667
H -3.387 -4.349 -4.509
H -1.206 -2.543 -4.148
C -1.410 6.451 1.962
C -1.837 5.001 2.245
C -0.599 4.124 2.619
O -2.616 5.015 3.424
H -2.109 7.031 1.359
H -0.493 6.403 1.375
H -1.235 6.885 2.946
H -2.332 4.506 1.410
H -0.774 3.137 3.047
H 0.073 4.643 3.303
H -0.079 3.750 1.737
H -2.763 4.077 3.568
C 3.223 -1.019 4.322
C 4.048 0.150 3.790
C 3.463 0.585 2.447
O 4.131 1.154 4.739
H 2.244 -0.640 4.617
H 3.792 -1.491 5.123
H 3.149 -1.851 3.622
H 5.041 -0.292 3.700
H 3.721 -0.079 1.622
H 3.789 1.593 2.190
H 2.394 0.797 2.402
H 3.291 1.321 5.174
*
```

---

CHCoLiO | ωB97M-V/def2-TZVPD

Computed properties:
HOMO energy (alpha / beta) ... -11.90 / -15.23 eV
<S²> ... 6.01
Orbital gap (alpha / beta) ... 7.372 / 8.780 eV

ORCA input file:
```
! RIJCOSX wB97M-V def2-TZVPD def2/J DEFGRID3
* xyz 1 5
H -0.691 -0.664 0.379
Co -0.883 -1.825 -1.169
O 0.744 1.264 0.111
C -0.041 1.688 -0.621
Li 0.871 -0.462 1.300
*
```

---

C16H20NO9S | ωB97M-V/def2-TZVPD

Computed properties:
HOMO energy ... -11.56 eV
Orbital gap ... 7.885 eV

ORCA input file:
```
! RIJCOSX wB97M-V def2-TZVPD def2/J DEFGRID3
* xyz 1 1
C -4.858 2.228 0.275
C -3.470 2.806 0.237
O -2.576 2.045 -0.664
S -2.842 2.111 -2.210
N -1.245 2.187 -2.682
C -3.254 0.418 -2.661
C -2.117 -0.531 -3.001
H -5.330 2.207 -0.710
H -4.862 1.219 0.683
H -5.475 2.862 0.912
H -3.462 3.853 -0.062
H -2.972 2.694 1.193
H -1.178 2.056 -3.693
H -0.890 3.117 -2.459
H -3.987 0.510 -3.464
H -3.791 0.082 -1.771
H -2.568 -1.489 -3.252
H -1.543 -0.206 -3.865
H -1.447 -0.691 -2.162
C -0.776 -0.276 0.779
C -0.806 0.301 1.986
C -0.525 -0.464 3.264
O -0.589 0.191 4.288
C -0.222 -1.872 3.176
C -0.180 -2.451 1.965
C -0.457 -1.681 0.692
O -0.391 -2.296 -0.360
O 0.102 -3.725 1.764
O -1.079 1.581 2.188
H -0.963 0.273 -0.131
H -0.022 -2.415 4.089
H 0.072 -3.880 0.800
H -1.007 1.719 3.159
C 4.638 -0.774 -1.348
C 3.503 -0.563 -0.670
C 3.422 -0.669 0.839
O 2.322 -0.446 1.327
C 4.601 -1.010 1.584
C 5.746 -1.226 0.911
C 5.832 -1.115 -0.603
O 6.923 -1.323 -1.094
O 6.887 -1.546 1.479
O 2.345 -0.234 -1.231
H 4.704 -0.698 -2.424
H 4.532 -1.085 2.660
H 7.546 -1.636 0.760
H 1.710 -0.155 -0.491
*
```

---

C35H41N7S2Sc | ωB97M-V/def2-TZVPD

Computed properties:
HOMO energy ... -9.99 eV
Orbital gap ... 6.423 eV

ORCA input file:
```
! RIJCOSX wB97M-V def2-TZVPD def2/J DEFGRID3
* xyz 1 1
Sc -0.606 0.162 0.083
S -1.090 -2.176 -0.576
C 0.586 -2.621 -0.879
N 1.012 -3.853 -0.996
N 0.151 -4.808 -0.878
C 0.526 -6.165 -0.941
C -0.477 -7.116 -0.803
C -0.150 -8.461 -0.851
C 1.168 -8.852 -1.036
C 2.160 -7.889 -1.173
C 1.850 -6.540 -1.126
N 1.605 -1.716 -1.008
N 1.274 -0.508 -0.857
C 2.300 0.473 -0.939
C 1.860 1.792 -0.992
C 2.779 2.829 -1.013
C 4.135 2.541 -0.989
C 4.568 1.219 -0.944
C 3.659 0.177 -0.913
H -0.827 -4.571 -0.720
H -1.507 -6.806 -0.667
H -0.929 -9.205 -0.748
H 1.423 -9.902 -1.076
H 3.188 -8.191 -1.320
H 2.615 -5.785 -1.235
H 0.798 2.032 -1.082
H 2.433 3.853 -1.063
H 4.859 3.345 -1.009
H 5.627 1.001 -0.926
H 3.982 -0.853 -0.866
N -2.032 1.246 -0.601
C -2.780 2.148 -1.085
C -2.161 3.393 -1.632
C -2.501 4.647 -1.135
C -1.840 5.778 -1.591
C -0.856 5.666 -2.563
C -0.524 4.418 -3.073
C -1.167 3.285 -2.602
C -4.267 2.008 -1.101
C -4.856 0.920 -0.454
C -6.228 0.754 -0.461
C -7.035 1.673 -1.124
C -6.460 2.745 -1.788
C -5.082 2.911 -1.780
H -3.272 4.738 -0.379
H -2.098 6.749 -1.190
H -0.352 6.552 -2.927
H 0.235 4.328 -3.840
H -0.914 2.307 -2.995
H -4.209 0.193 0.022
H -6.677 -0.098 0.034
H -8.109 1.543 -1.134
H -7.084 3.451 -2.319
H -4.641 3.741 -2.314
C 0.696 -3.803 2.480
C -0.515 -4.693 2.744
C -1.486 -4.201 3.818
C -2.349 -3.009 3.427
N -1.549 -1.778 3.407
C -1.827 -0.604 2.863
S -0.473 0.486 2.606
N -3.040 -0.208 2.501
C -4.344 -0.711 2.963
C -4.569 -0.501 4.459
C -4.949 0.921 4.864
C -3.904 1.988 4.553
H 1.416 -4.311 1.837
H 1.218 -3.555 3.409
H 0.422 -2.876 1.971
H -0.164 -5.682 3.046
H -1.067 -4.843 1.811
H -0.951 -3.969 4.745
H -2.175 -5.011 4.064
H -3.180 -2.898 4.123
H -2.756 -3.171 2.424
H -0.571 -1.887 3.631
H -3.046 0.714 2.089
H -4.444 -1.760 2.695
H -5.087 -0.164 2.382
H -3.670 -0.815 5.000
H -5.365 -1.183 4.770
H -5.147 0.919 5.938
H -5.897 1.184 4.385
H -2.911 1.694 4.900
H -4.160 2.927 5.043
H -3.835 2.206 3.485
*
```

---

C2H5NO2 | ωB97M-V/def2-TZVPD

Computed properties:
HOMO energy ... -9.88 eV
Orbital gap ... 10.590 eV
SMILES ... NCC(=O)O

ORCA input file:
```
! RIJCOSX wB97M-V def2-TZVPD def2/J DEFGRID3
* xyz 0 1
N -1.695 -0.112 0.366
C -0.315 -0.412 -0.206
C 0.811 0.542 -0.087
O 1.007 1.347 0.786
O 1.673 0.375 -1.115
H -1.633 0.439 1.211
H -2.035 -1.017 0.681
H 0.122 -1.212 0.491
H -0.382 -0.881 -1.165
H 2.448 0.932 -0.962
*
```

---

C42H39ClNP2Sc | ωB97M-V/def2-TZVPD

Computed properties:
HOMO energy ... -13.75 eV
Orbital gap ... 7.546 eV

ORCA input file:
```
! RIJCOSX wB97M-V def2-TZVPD def2/J DEFGRID3
* xyz 2 1
Sc 0.051 0.181 -1.258
Cl 1.711 -1.220 -2.011
P -1.647 -1.893 -0.775
P 2.118 1.589 -0.155
C -3.071 -1.826 0.380
C -1.139 -3.637 -0.541
C -2.400 -1.785 -2.463
C 2.157 3.091 -1.209
C 2.253 2.314 1.497
C 3.705 0.687 -0.370
C -4.365 -1.461 -0.023
C -5.400 -1.345 0.915
C -5.151 -1.576 2.269
C -3.866 -1.935 2.680
C -2.841 -2.066 1.745
H -4.573 -1.265 -1.077
H -6.397 -1.064 0.587
H -5.949 -1.460 3.010
H -3.668 -2.094 3.738
H -1.840 -2.362 2.080
C -2.775 -0.511 -2.918
C -3.272 -0.341 -4.211
C -3.355 -1.441 -5.066
C -2.968 -2.716 -4.633
C -2.497 -2.884 -3.329
H -2.759 0.360 -2.253
H -3.578 0.648 -4.555
H -3.697 -1.290 -6.096
H -3.037 -3.566 -5.316
H -2.222 -3.878 -2.978
C -2.011 -4.694 -0.239
C -1.528 -6.007 -0.134
C -0.174 -6.289 -0.333
C 0.707 -5.238 -0.602
C 0.225 -3.937 -0.689
H -3.075 -4.512 -0.089
H -2.223 -6.812 0.091
H 0.210 -7.316 -0.279
H 1.767 -5.432 -0.751
H 0.913 -3.128 -0.936
C 3.226 1.875 2.420
C 3.243 2.392 3.722
C 2.294 3.342 4.110
C 1.316 3.754 3.203
C 1.281 3.235 1.917
H 3.945 1.105 2.132
H 3.983 2.031 4.436
H 2.290 3.732 5.125
H 0.558 4.460 3.533
H 0.478 3.519 1.226
C 1.538 3.010 -2.460
C 1.548 4.107 -3.313
C 2.154 5.299 -2.905
C 2.789 5.391 -1.659
C 2.799 4.274 -0.820
H 1.139 2.054 -2.841
H 1.121 4.018 -4.316
H 2.144 6.159 -3.589
H 3.302 6.298 -1.351
H 3.333 4.334 0.127
C 4.799 1.216 -1.057
C 5.958 0.446 -1.240
C 6.018 -0.862 -0.756
C 4.924 -1.406 -0.079
C 3.789 -0.629 0.120
H 4.744 2.236 -1.443
H 6.810 0.869 -1.765
H 6.909 -1.474 -0.902
H 4.950 -2.431 0.287
H 2.927 -1.070 0.626
H -0.274 0.953 -3.821
H -0.070 0.443 -3.232
C -2.313 1.743 4.638
C -1.611 1.342 3.362
C -2.087 1.653 2.107
C -1.489 1.287 0.914
N -0.358 0.500 0.893
C 0.011 -0.015 2.123
C -0.540 0.442 3.327
H -2.469 2.823 4.748
H -3.313 1.292 4.703
H -1.755 1.418 5.523
H -3.011 2.207 2.141
H -1.967 1.529 -0.039
H 0.793 -0.789 2.152
H -0.197 0.002 4.271
*
```

---

C12H12F4O12 | ωB97M-V/def2-TZVPD

Computed properties:
HOMO energy ... -11.28 eV
Orbital gap ... 11.560 eV
SMILES ... O=C1OC[C@@H](F)O1.O=C1OC[C@@H](F)O1.O=C1OC[C@@H](F)O1.O=C1OC[C@@H](F)O1

ORCA input file:
```
! RIJCOSX wB97M-V def2-TZVPD def2/J DEFGRID3
* xyz 0 1
O 7.639 -2.795 0.719
C 6.969 -3.670 1.278
O 6.612 -4.934 0.809
C 5.772 -5.659 1.742
C 5.887 -4.773 2.929
F 6.641 -5.377 3.808
O 6.501 -3.568 2.548
H 4.781 -5.903 1.359
H 6.251 -6.629 1.877
H 4.909 -4.745 3.408
O -5.315 2.885 -1.401
C -5.259 3.126 -0.241
O -4.384 3.974 0.327
C -4.717 4.038 1.744
C -5.383 2.718 2.015
F -6.362 2.993 2.834
O -5.836 2.333 0.763
H -3.874 4.355 2.356
H -5.468 4.802 1.943
H -4.757 2.018 2.569
O 2.957 -0.202 2.637
C 1.898 -0.376 2.147
O 1.316 -1.554 2.076
C 0.313 -1.532 1.069
C -0.133 -0.015 1.127
F -1.031 0.082 2.031
O 1.120 0.554 1.527
H 0.655 -1.848 0.083
H -0.403 -2.275 1.421
H -0.525 0.446 0.221
O -1.665 -0.374 -3.822
C -1.687 0.761 -4.219
O -2.608 1.273 -5.112
C -2.194 2.539 -5.526
C -1.108 2.940 -4.544
F -1.571 3.895 -3.714
O -0.923 1.766 -3.799
H -1.810 2.366 -6.531
H -3.084 3.169 -5.522
H -0.123 3.196 -4.934
*
```

---

Energy
In order: -8299.8172, -31522.4329, -17019.9589, -29866.8259, -18672.8712, -47590.1909, -40921.3174, -47660.7850, -89759.2397, -7740.0773, -97465.5665, -48077.3695
Unit: eV